P.
C5H10N2O in the gas phase, computed with wB97M-V/def2-TZVPD.

ORCA input file:
```
! wB97M-V def2-TZVPD RIJCOSX def2/J DEFGRID3
* xyz 0 1
O -1.079 -1.541 1.702
C -0.652 -0.451 1.451
C -1.044 0.356 0.211
C -0.338 -0.164 -1.045
C 1.102 0.306 -1.232
C 2.443 0.022 0.659
N 2.045 -0.471 -0.429
N -2.488 0.180 -0.054
H 0.088 0.059 2.102
H -0.944 1.419 0.416
H -0.892 0.032 -1.961
H -0.367 -1.254 -0.926
H 1.181 1.383 -1.062
H 1.413 0.137 -2.261
H 2.082 0.963 1.089
H 3.187 -0.527 1.209
H -2.678 -0.613 -0.645
H -3.059 0.165 0.776
*
```

**Structure (SMILES)**: C=NCC[C@@H](N)C=O

Results of the natural (NBO) charge analysis, in e, for atoms 1 through 5:
1. O -0.5116
2. C 0.4356
3. C -0.1644
4. C -0.4077
5. C -0.2540


Q.
C5H10N2O in the gas phase, computed with wB97M-V/def2-TZVPD.

ORCA input file:
```
! wB97M-V def2-TZVPD RIJCOSX def2/J DEFGRID3
* xyz 0 1
C -0.481 -1.607 -0.889
C 1.590 1.555 -0.542
N -0.863 1.401 -0.653
C 0.088 -0.561 0.051
C 0.296 0.799 -0.571
C -1.150 -0.069 1.046
O 1.235 -0.950 0.752
N -0.937 -0.297 2.315
H 1.191 -1.919 0.911
H -0.827 2.356 -1.017
H -1.824 -0.327 2.822
H -2.195 0.072 0.727
H 0.290 -1.983 -1.572
H -0.853 -2.465 -0.317
H -1.315 -1.222 -1.485
H 1.448 2.598 -0.837
H 2.306 1.074 -1.212
H 2.002 1.545 0.471
*
```

**Structure (SMILES)**: [H]/N=C/[C@](C)(O)/C(C)=N/[H]

Results of the natural (NBO) charge analysis, in e, for atoms 1 through 5:
1. C -0.6371
2. C -0.6822
3. N -0.6573
4. C 0.1454
5. C 0.3346


Name the most stable of them. P.


P.
C5H4 in the gas phase, computed with wB97M-V/def2-TZVPD.

ORCA input file:
```
! wB97M-V def2-TZVPD RIJCOSX def2/J DEFGRID3
* xyz 0 1
C 0.020 1.065 0.343
C -0.701 -0.821 -0.620
C 0.681 -0.983 0.000
C -0.356 -0.364 0.815
C 0.281 0.231 -0.853
H -0.757 1.890 0.281
H 0.817 1.367 0.898
H -1.163 -1.556 -1.253
H 1.482 -1.575 0.011
*
```

**Structure (SMILES)**: C1[C@]23[C@H]4[C@@H]2[C@@]143

Results of the natural (NBO) charge analysis, in e, for atoms 1 through 5:
1. C -0.3770
2. C -0.3125
3. C -0.3288
4. C 0.0741
5. C 0.0474


Q.
A molecular structure, C5H4, computed with wB97M-V/def2-TZVPD.

ORCA input file:
```
! wB97M-V def2-TZVPD RIJCOSX def2/J DEFGRID3
* xyz 0 1
C 1.695 -0.524 0.544
C 1.153 0.662 0.304
C -0.640 -0.094 -0.175
C 0.475 -1.136 0.211
C 0.041 1.269 0.012
H -1.040 -0.079 -1.200
H -1.491 -0.094 0.461
H 0.097 -2.073 0.415
H -0.290 2.068 -0.572
*
```

Results of the natural (NBO) charge analysis, in e, for atoms 1 through 5:
1. C -0.2582
2. C 0.3046
3. C -0.4380
4. C -0.1703
5. C -0.3686


R.
C5H4 in the gas phase, computed with wB97M-V/def2-TZVPD.

ORCA input file:
```
! wB97M-V def2-TZVPD RIJCOSX def2/J DEFGRID3
* xyz 0 1
C 2.119 -0.602 0.469
C 1.138 0.041 -0.058
C -0.097 0.554 -0.456
C -1.351 -0.033 -0.150
C -2.440 -0.479 0.128
H 2.923 -1.219 0.086
H 1.209 1.061 0.477
H -0.105 1.554 -0.879
H -3.396 -0.879 0.384
*
```

Results of the natural (NBO) charge analysis, in e, for atoms 1 through 5:
1. C -0.1661
2. C -0.3334
3. C -0.3425
4. C -0.0554
5. C -0.2000


S.
C5H4 in the gas phase, computed with wB97M-V/def2-TZVPD.

ORCA input file:
```
! wB97M-V def2-TZVPD RIJCOSX def2/J DEFGRID3
* xyz 0 1
C 0.589 -1.293 -2.451
C 0.149 -1.011 -1.372
C -1.065 -0.271 0.886
C -0.481 -0.715 -0.198
C -0.007 0.808 1.098
H 0.800 -1.417 -3.560
H -1.913 -0.684 1.452
H -0.337 1.673 0.639
H 1.014 0.646 0.785
*
```

Results of the natural (NBO) charge analysis, in e, for atoms 1 through 5:
1. C -0.2080
2. C -0.0408
3. C -0.2020
4. C 0.0043
5. C -0.4201


Name the most stable of them. Q.


P.
2 unconnected molecules or ions with the total composition C5H4, computed with wB97M-V/def2-TZVPD.

ORCA input file:
```
! wB97M-V def2-TZVPD RIJCOSX def2/J DEFGRID3
* xyz 0 1
C -0.092 -0.438 -1.267
C 0.720 0.622 0.647
C -0.631 0.123 0.842
C 0.298 -0.753 0.113
C -0.321 0.746 -0.409
H 0.671 -0.617 -2.116
H -0.955 -0.966 -1.451
H 1.766 1.272 2.153
H -1.455 0.010 1.487
*
```

Results of the natural (NBO) charge analysis, in e, for atoms 1 through 5:
1. C -0.3973
2. C -0.1108
3. C -0.3526
4. C -0.0160
5. C -0.0129


Q.
C5H4 in the gas phase, computed with wB97M-V/def2-TZVPD.

ORCA input file:
```
! wB97M-V def2-TZVPD RIJCOSX def2/J DEFGRID3
* xyz 0 1
C 1.254 0.016 0.028
C -0.896 -0.803 -0.003
C -0.870 0.783 -0.015
C 0.026 -0.004 -0.816
C 0.047 -0.010 0.884
H 1.815 -0.834 -0.083
H 1.793 0.876 0.093
H -1.602 -1.721 -0.155
H -1.567 1.697 0.067
*
```

**Structure (SMILES)**: C1[C@]23[C@H]4[C@@H]2[C@@]143

Results of the natural (NBO) charge analysis, in e, for atoms 1 through 5:
1. C -0.3702
2. C -0.3013
3. C -0.2967
4. C -0.0065
5. C 0.0055


R.
C5H4 in the gas phase, computed with wB97M-V/def2-TZVPD.

ORCA input file:
```
! wB97M-V def2-TZVPD RIJCOSX def2/J DEFGRID3
* xyz 0 1
C 0.724 -1.359 -0.216
C 0.189 -2.150 -1.072
C 1.546 -0.543 0.741
C -1.116 0.941 -0.119
C 0.363 0.028 0.257
H -0.955 1.158 -1.152
H -2.085 0.371 0.215
H -1.192 1.977 0.202
H 2.526 -0.424 1.145
*
```

Results of the natural (NBO) charge analysis, in e, for atoms 1 through 5:
1. C -0.4599
2. C 0.0806
3. C -0.1669
4. C -0.5885
5. C 0.1544


Name the most stable of them. Q.


P.
A molecular structure, C14H20I2IrN5O6, computed with wB97M-V/def2-TZVPD.

ORCA input file:
```
! wB97M-V def2-TZVPD RIJCOSX def2/J DEFGRID3
* xyz 3 2
Ir -2.279 -0.151 0.275
O -4.122 1.189 -3.415
C -3.685 0.898 -2.228
O -3.020 -0.087 -1.941
C -4.082 1.836 -1.162
C -4.943 2.900 -1.305
C -5.311 3.615 -0.162
C -4.814 3.243 1.076
C -3.935 2.171 1.126
N -3.581 1.507 0.042
C -3.353 1.609 2.403
O -3.638 2.094 3.452
O -2.562 0.583 2.170
H -3.871 0.541 -4.097
H -5.333 3.148 -2.282
H -5.988 4.455 -0.238
H -5.096 3.751 1.989
N 0.399 0.704 1.813
C 1.271 1.212 0.906
C 2.703 0.736 0.910
C 2.963 -0.774 0.952
C 4.424 -1.085 0.574
N 4.614 -1.280 -0.864
C 5.207 -2.307 -1.477
N 5.421 -2.241 -2.789
N 5.575 -3.401 -0.818
C 0.558 0.810 -0.887
O 1.470 0.706 -1.626
O -0.679 0.830 -0.855
H -0.197 1.343 2.323
H 0.729 -0.071 2.372
H 1.178 2.287 0.755
H 3.174 1.203 1.781
H 3.185 1.160 0.029
H 2.285 -1.311 0.282
H 2.796 -1.161 1.961
H 4.756 -1.968 1.112
H 5.058 -0.258 0.896
H 4.349 -0.500 -1.447
H 5.201 -1.423 -3.332
H 5.876 -2.995 -3.279
H 5.418 -3.522 0.166
H 6.072 -4.141 -1.288
I -1.016 -2.608 0.709
C -2.883 -3.406 1.338
I -4.361 -1.943 0.888
H -2.844 -3.581 2.407
H -3.090 -4.315 0.783
*
```

**<S²>**: 0.758

Results of the natural (NBO) charge analysis, in e, for atoms 1 through 5:
1. Ir 1.0950
2. O -0.5967
3. C 0.8055
4. O -0.6173
5. C 0.0503


Q.
A molecular structure, C14H20I2IrN5O6, computed with wB97M-V/def2-TZVPD.

ORCA input file:
```
! wB97M-V def2-TZVPD RIJCOSX def2/J DEFGRID3
* xyz 3 2
Ir -1.350 -1.208 0.382
O -3.373 0.153 -3.314
C -2.918 -0.130 -2.141
O -2.176 -1.068 -1.873
C -3.423 0.768 -1.049
C -4.384 1.762 -1.203
C -4.841 2.420 -0.066
C -4.342 2.077 1.186
C -3.370 1.089 1.223
N -2.928 0.477 0.153
C -2.753 0.531 2.589
O -3.171 1.023 3.591
O -1.907 -0.373 2.373
H -3.083 -0.440 -4.036
H -4.773 1.987 -2.188
H -5.590 3.196 -0.142
H -4.697 2.543 2.093
N 1.084 -0.318 1.774
C 2.050 0.208 0.939
C 3.453 -0.336 1.002
C 3.600 -1.863 0.991
C 5.044 -2.299 0.670
N 5.268 -2.478 -0.751
C 5.774 -3.557 -1.369
N 6.047 -3.490 -2.668
N 5.986 -4.695 -0.720
C 1.484 -0.084 -0.842
O 2.437 -0.186 -1.525
O 0.279 -0.075 -0.844
H 0.502 0.335 2.284
H 1.365 -1.130 2.309
H 2.010 1.292 0.840
H 3.906 0.059 1.920
H 4.010 0.092 0.168
H 2.910 -2.319 0.271
H 3.351 -2.262 1.974
H 5.260 -3.226 1.196
H 5.741 -1.539 1.044
H 5.101 -1.652 -1.314
H 5.940 -2.647 -3.212
H 6.438 -4.286 -3.152
H 5.767 -4.821 0.254
H 6.414 -5.479 -1.186
I 0.099 -3.650 0.841
C -1.728 -4.605 1.415
I -3.366 -3.270 0.942
H -1.690 -4.802 2.485
H -1.840 -5.529 0.849
*
```

**<S²>**: 1.079

Results of the natural (NBO) charge analysis, in e, for atoms 1 through 5:
1. Ir 1.1441
2. O -0.5991
3. C 0.8113
4. O -0.6326
5. C 0.0539


Name the most stable of them. P.


P.
2 unconnected molecules or ions with the total composition C3HBrIO2, computed with wB97M-V/def2-TZVPD.

ORCA input file:
```
! wB97M-V def2-TZVPD RIJCOSX def2/J DEFGRID3
* xyz -1 1
C -0.841 1.075 -1.349
C 0.510 -0.443 -0.300
C 0.507 -0.384 1.111
O 0.614 0.030 2.232
O -0.199 -1.360 0.535
Br -2.428 0.502 -0.512
I 2.250 -1.052 -1.216
H -0.413 1.632 -0.501
*
```

Results of the natural (NBO) charge analysis, in e, for atoms 1 through 5:
1. C -0.4762
2. C -0.1604
3. C 0.6968
4. O -0.5931
5. O -0.5173


Q.
2 unconnected molecules or ions with the total composition C3HBrIO2, computed with wB97M-V/def2-TZVPD.

ORCA input file:
```
! wB97M-V def2-TZVPD RIJCOSX def2/J DEFGRID3
* xyz -1 1
C 0.779 -1.175 -1.432
C -0.108 0.671 0.042
C -1.293 0.509 0.761
O -2.418 0.687 1.039
O -0.210 0.014 1.326
Br 2.523 -1.560 -0.881
I 0.550 2.797 0.283
H 0.177 -1.944 -1.138
*
```

Results of the natural (NBO) charge analysis, in e, for atoms 1 through 5:
1. C -0.3696
2. C -0.0831
3. C 0.6644
4. O -0.5908
5. O -0.5247


Name the most stable of them. P.


P.
2 unconnected molecules or ions with the total composition C6H11FN, computed with wB97M-V/def2-TZVPD.

ORCA input file:
```
! wB97M-V def2-TZVPD RIJCOSX def2/J DEFGRID3
* xyz 1 1
C 1.737 0.321 -3.996
C 1.300 0.797 -2.912
C 0.369 0.093 1.864
C 0.816 1.671 -1.950
C -1.786 -1.176 1.871
C -0.680 -0.406 1.221
N -1.561 -1.444 3.265
F -0.884 -0.043 -0.082
H 1.929 -0.744 -4.009
H 0.667 1.238 -0.974
H 0.681 -0.238 2.917
H 1.030 0.760 1.500
H -0.085 2.080 -2.224
H 1.696 2.439 -1.785
H -2.792 -0.749 1.841
H -1.993 -2.188 1.221
H 2.038 0.695 -4.930
H -1.438 -2.424 3.492
H -1.044 -0.684 3.669
*
```

Results of the natural (NBO) charge analysis, in e, for atoms 1 through 5:
1. C -0.5203
2. C 0.6040
3. C -0.5119
4. C -0.7998
5. C -0.3020


Q.
2 unconnected molecules or ions with the total composition C6H11FN, computed with wB97M-V/def2-TZVPD.

ORCA input file:
```
! wB97M-V def2-TZVPD RIJCOSX def2/J DEFGRID3
* xyz 1 1
C 2.550 -1.544 -0.430
C 1.342 -1.744 -0.686
C -0.261 1.280 0.001
C 0.277 0.219 0.971
C -1.663 0.855 -0.086
C -0.271 -1.013 0.399
N -1.415 -0.677 -0.456
F 0.713 -2.442 -1.572
H 3.334 -2.076 -0.946
H 2.943 -0.838 0.256
H -0.051 2.284 0.363
H 0.340 1.103 -0.923
H 1.310 0.105 1.006
H 0.041 0.335 1.943
H -2.059 0.996 0.932
H -2.207 1.406 -0.802
H -0.583 -1.827 0.991
H -2.282 -1.197 -0.216
H -1.234 -0.487 -1.527
*
```

Results of the natural (NBO) charge analysis, in e, for atoms 1 through 5:
1. C -0.5563
2. C 0.4906
3. C -0.4305
4. C -0.4513
5. C -0.2130


Name the most stable of them. Q.